[1]
The following is a quantum chemistry calculation of a structure of composition C17H19AuNO2S2, from OMol25.

Properties
Energy ... -1796.22339 hartree
E_HOMO ... -11.44 eV
Total charge ... +1

Element x y z (Å)
Au1 0.7085 -3.1441 -1.4771
O1 -0.0461 -1.2236 -1.2388
S1 -0.8922 -0.3501 -2.1783
C1 0.0316 1.1918 -2.2301
C2 0.6037 1.6367 -0.8780
C3 2.1315 1.6920 -0.9014
C4 2.8121 0.3412 -1.0827
S2 3.1892 -0.7226 0.3612
O2 2.7808 -2.0953 -0.0807
C5 1.9993 -0.1917 1.5810
C6 2.2651 0.9424 2.3398
C7 1.3735 1.3197 3.3320
C8 0.2534 0.5391 3.5910
C9 0.0334 -0.6254 2.8683
C10 0.9063 -0.9958 1.8545
C11 -2.2667 0.1721 -1.1859
C12 -3.2300 0.9651 -1.7985
C13 -4.3129 1.3930 -1.0507
C14 -4.4294 1.0154 0.2832
C15 -3.4665 0.2095 0.8702
C16 -2.3717 -0.2252 0.1333
H1 -0.6655 1.9115 -2.6644
H2 0.8099 1.0151 -2.9764
H3 0.2583 0.9759 -0.0797
H4 0.2145 2.6274 -0.6442
H5 2.4885 2.1934 -0.0022
H6 2.4458 2.3310 -1.7309
H7 3.7878 0.4635 -1.5528
H8 2.2251 -0.3320 -1.7099
H9 3.1724 1.5129 2.1799
H10 1.5678 2.2050 3.9226
H11 -0.4307 0.8233 4.3797
H12 -0.8138 -1.2571 3.1074
H13 0.7690 -1.9111 1.2910
H14 -3.1459 1.2419 -2.8437
H15 -5.0708 2.0125 -1.5105
H16 -5.2813 1.3466 0.8617
H17 -3.5658 -0.0870 1.9061
H18 -1.6099 -0.8512 0.5726
N1 1.6013 -6.0699 -1.8791
C17 1.2663 -4.9815 -1.7310
H19 1.9040 -7.0143 -2.0083

Atoms 1-6, force components in eV/Å:
0.03 -0.17 -0.09
-0.01 0.08 0.09
0.00 -0.13 -0.02
0.07 0.06 -0.08
-0.06 0.00 0.02
0.04 0.05 0.03

[2]
The following is a quantum chemistry calculation of a structure of composition C17H19AuO3PS5, from OMol25.

Properties
Energy ... -3352.96605 hartree
Spin multiplicity ... 2
E_HOMO (spin up / spin down) ... -0.73 / -0.98 eV
Total charge ... -2

Element x y z (Å)
Au1 0.8780 0.0410 0.2707
C1 1.0375 4.9213 0.4027
C2 1.1175 3.7729 1.3852
O1 -0.1383 3.1137 1.4191
P1 -0.1853 1.5214 1.8071
S1 -2.0042 1.1587 2.5200
S2 2.6658 -1.3018 0.7926
O2 0.8534 1.6707 3.1005
C3 1.2114 0.4961 3.8130
C4 1.3832 0.8748 5.2680
H1 1.9956 5.4519 0.3596
H2 0.2589 5.6263 0.7064
H3 0.7919 4.5568 -0.5940
H4 1.3569 4.1387 2.3865
H5 1.9152 3.0775 1.1032
H6 2.1304 0.0803 3.3937
H7 0.4355 -0.2659 3.7132
H8 2.1243 1.6732 5.3717
H9 1.7228 0.0083 5.8464
H10 0.4359 1.2293 5.6795
O3 -0.1671 -0.0843 -1.7858
C5 -0.6697 0.9206 -2.5326
C6 0.4406 1.8802 -3.0539
C7 1.4242 2.4388 -2.2926
C8 2.3010 3.2853 -3.0309
C9 1.9690 3.3577 -4.3520
S3 0.6009 2.3889 -4.6922
C10 -1.3829 0.2838 -3.7602
C11 -0.9544 -0.8270 -4.4218
C12 -1.7711 -1.1669 -5.5411
C13 -2.8161 -0.3034 -5.7087
S4 -2.8026 0.9096 -4.5039
C14 -1.6987 1.7761 -1.7635
C15 -2.6362 1.3015 -0.8992
C16 -3.4753 2.3210 -0.3640
C17 -3.1727 3.5567 -0.8548
S5 -1.8544 3.4787 -1.9401
H11 1.5196 2.2246 -1.2327
H12 3.1431 3.8072 -2.5914
H13 2.4580 3.9137 -5.1392
H14 -0.0836 -1.3737 -4.0828
H15 -1.5981 -2.0260 -6.1786
H16 -3.5952 -0.3297 -6.4576
H17 -2.6682 0.2581 -0.6129
H18 -4.2290 2.1450 0.3935
H19 -3.6080 4.5101 -0.5896

Atoms 1-6, force components in eV/Å:
-0.06 0.17 0.46
-0.02 0.10 -0.01
0.04 -0.01 -0.13
-0.07 0.23 0.04
0.10 -0.40 -0.12
0.15 -0.02 0.12

[3]
The following is a quantum chemistry calculation of a structure of composition C17H19BN6ORhS2 at a distorted geometry, from OMol25.

Properties
Energy ... -1994.64358 hartree
E_HOMO ... -10.53 eV
Total charge ... +1

Element x y z (Å)
Rh1 0.0001 -0.7305 0.9166
C1 -4.4662 -0.4067 -1.8699
N1 -3.2465 -1.1455 -2.1682
C2 -2.9325 -1.7678 -3.3620
C3 -1.7251 -2.3368 -3.1965
N2 -1.2899 -2.0643 -1.9084
B1 0.0000 -2.6321 -1.2630
N3 1.2899 -2.0643 -1.9085
C4 1.7250 -2.3365 -3.1967
C5 2.9325 -1.7675 -3.3622
N4 3.2465 -1.1454 -2.1683
C6 4.4662 -0.4066 -1.8698
C7 2.2412 -1.3450 -1.2942
S1 2.3295 -0.7625 0.3241
C8 -2.2411 -1.3449 -1.2941
S2 -2.3293 -0.7623 0.3241
H1 -5.0871 -0.3795 -2.7602
H2 -4.2205 0.6071 -1.5608
H3 -5.0125 -0.8905 -1.0626
H4 -3.5920 -1.7498 -4.2115
H5 -1.1542 -2.9308 -3.8869
H6 0.0001 -2.2636 -0.0704
H7 0.0000 -3.8262 -1.3170
H8 1.1539 -2.9303 -3.8871
H9 3.5921 -1.7493 -4.2115
H10 5.0871 -0.3794 -2.7601
H11 5.0125 -0.8905 -1.0625
H12 4.2204 0.6072 -1.5607
O1 0.0000 -0.4555 2.8773
C9 0.0001 0.6073 3.6620
C10 0.0005 0.3753 5.0472
C11 0.0003 1.4167 5.9437
C12 0.0000 2.7397 5.4931
C13 -0.0001 2.9799 4.1432
C14 -0.0001 1.9307 3.2129
C15 -0.0002 2.1924 1.7929
N5 0.0001 1.3065 0.8099
C16 -0.0001 1.9756 -0.3968
C17 -0.0004 3.3011 -0.1428
N6 -0.0004 3.4188 1.2308
H13 0.0008 -0.6581 5.3690
H14 0.0004 1.2073 7.0055
H15 0.0000 3.5609 6.1959
H16 -0.0002 4.0094 3.8041
H17 0.0000 1.4506 -1.3354
H18 -0.0005 4.1495 -0.8027
H19 -0.0005 4.2861 1.7385

Atoms 1-6, force components in eV/Å:
0.00 1.53 -0.25
-0.02 0.00 0.04
-0.08 0.06 0.00
-0.09 0.05 0.03
0.06 -0.10 0.03
0.10 0.06 0.07